(A)
ORCA calculation (ωB97M-V/def2-TZVPD) on a cluster of 5 separate species, C2H14O4S2 in total.

Results
highest occupied orbital energy: -9.18 eV
SMILES: CCSS.O.O.O.O
2S+1: 1
frontier orbital gap: 9.321 eV
charge: 0

Atoms and positions in Å:
C  -0.985  -0.833  1.345
C  0.187  -0.461  2.237
S  0.716  1.270  2.114
S  2.349  1.483  0.912
H  -0.873  -0.550  0.302
H  -1.877  -0.350  1.750
H  -1.178  -1.900  1.434
H  1.049  -1.112  2.151
H  -0.088  -0.561  3.281
H  1.774  1.964  -0.209
H  -0.154  0.790  -2.365
H  -1.664  0.839  -2.288
O  -0.888  1.386  -2.197
H  1.247  -1.055  -4.281
H  1.275  -1.383  -2.770
O  0.691  -1.207  -3.516
H  3.308  -0.805  -1.406
H  2.719  -2.111  -0.802
O  2.791  -1.590  -1.596
H  -2.697  1.981  1.818
H  -4.221  2.034  1.749
O  -3.481  2.172  2.337

(B)
ORCA calculation (ωB97M-V/def2-TZVPD) on a cluster of 5 separate species, C2H14O4S2 in total.

Results
highest occupied orbital energy: -8.50 eV
SMILES: CSSC.O.O.O.O
2S+1: 1
frontier orbital gap: 8.748 eV
charge: 0

Atoms and positions in Å:
C  -0.239  0.129  -1.041
S  -0.668  -1.589  -0.880
S  0.641  -2.653  0.158
C  2.158  -2.931  -0.851
H  -0.131  0.274  -2.164
H  -0.922  0.949  -0.698
H  0.544  0.263  -0.390
H  1.889  -3.198  -1.859
H  2.577  -1.919  -0.876
H  2.956  -3.594  -0.428
H  -2.478  1.610  3.585
H  -2.059  1.096  2.322
O  -1.637  1.476  3.151
H  0.345  1.847  3.305
H  0.138  3.114  2.744
O  0.720  2.316  2.542
H  1.882  -0.019  -3.114
H  2.785  1.106  -3.421
O  2.717  0.406  -2.728
H  -3.585  -0.144  -0.312
H  -4.066  1.165  0.392
O  -3.566  0.297  0.563

(C)
ORCA calculation (ωB97M-V/def2-TZVPD) on a cluster of 5 separate species, C2H14O4S2 in total.

Results
highest occupied orbital energy: -8.22 eV
SMILES: CCSS.O.O.O.O
2S+1: 1
frontier orbital gap: 8.561 eV
charge: 0

Atoms and positions in Å:
C  2.927  0.730  -1.452
C  1.697  0.203  -0.703
S  0.226  0.735  -1.683
S  -1.156  -0.561  -0.910
H  2.859  0.532  -2.557
H  2.898  1.878  -1.380
H  3.982  0.331  -1.278
H  1.743  -0.898  -0.615
H  1.601  0.467  0.381
H  -2.132  0.381  -0.951
H  0.719  -2.915  2.161
H  2.222  -3.085  2.020
O  1.356  -3.330  1.637
H  -2.077  0.055  2.516
H  -0.627  0.198  2.099
O  -1.251  0.184  2.883
H  -4.246  4.316  2.325
H  -3.614  5.454  2.991
O  -4.162  4.629  3.203
H  1.344  -3.078  -0.719
H  2.219  -3.095  -2.069
O  1.587  -2.597  -1.538

(A) has the most favorable energy; the next structure is 100.0 kJ/mol above.

(A)
ORCA calculation (ωB97M-V/def2-TZVPD) on a cluster of 2 separate species, C10H10N4 in total.

Results
highest occupied orbital energy: -9.29 eV
2S+1: 1
frontier orbital gap: 7.519 eV
charge: 0

Atoms and positions in Å:
C  2.468  3.384  -0.903
C  1.189  1.080  -0.706
C  2.419  0.383  -0.502
C  2.247  -0.955  -0.169
C  0.096  -0.693  0.337
C  -1.278  -1.391  0.672
C  -2.335  -0.589  0.327
C  -3.533  -0.933  0.315
C  -2.944  -3.180  0.872
C  -1.541  -2.696  0.976
H  1.861  4.375  -1.339
H  3.510  3.360  -1.679
H  2.496  3.535  0.407
H  0.399  3.267  0.023
H  3.365  0.547  -0.950
H  3.170  -1.588  -0.178
H  -2.153  0.423  0.266
H  -4.230  -0.250  0.169
H  -3.135  -4.174  1.060
H  -0.516  -3.045  1.577
N  1.203  2.301  -1.389
N  1.107  -1.512  0.165
N  0.084  0.645  0.029
N  -3.948  -2.294  0.621

(B)
ORCA calculation (ωB97M-V/def2-TZVPD) on an isolated molecule of C10H10N4.

Results
highest occupied orbital energy: -9.53 eV
SMILES: c1ccc([C@H]2CN2n2cnnc2)cc1
2S+1: 1
frontier orbital gap: 10.179 eV
charge: 0

Atoms and positions in Å:
C  -3.618  -0.120  1.047
C  -3.474  -0.667  -0.253
C  -2.441  0.224  1.705
C  -2.209  -0.730  -0.905
C  -1.193  0.122  1.095
C  2.879  0.624  1.230
C  3.607  -0.161  -0.603
C  -1.089  -0.318  -0.210
C  0.774  0.606  -1.797
C  0.326  -0.386  -0.771
N  4.122  0.281  1.497
N  4.577  -0.205  0.326
N  2.469  0.420  -0.017
N  1.147  0.659  -0.352
H  -4.649  -0.121  1.470
H  -4.440  -0.739  -0.786
H  -2.407  0.368  2.772
H  -1.942  -1.245  -1.816
H  -0.355  0.339  1.611
H  2.207  1.114  1.892
H  3.629  -0.095  -1.661
H  1.472  0.265  -2.612
H  -0.166  1.166  -2.106
H  0.775  -1.400  -0.757

(B) has the most favorable energy; the next structure is 552.3 kJ/mol above.

(A)
ORCA calculation (ωB97M-V/def2-TZVPD) on a cluster of 9 separate species, C7H28O9 in total.

Results
highest occupied orbital energy: -7.53 eV
SMILES: CC/C(C)=C/C=C/O.O.O.O.O.O.O.O.O
2S+1: 1
frontier orbital gap: 7.616 eV
charge: 0

Atoms and positions in Å:
C  0.332  -2.658  1.982
C  -0.747  -2.592  0.858
C  -0.115  -1.795  -0.257
C  0.052  -0.481  -0.084
C  0.457  0.619  -1.002
C  0.556  1.859  -0.565
O  0.635  2.961  -1.404
C  -0.001  -2.475  -1.643
H  -0.065  -3.289  2.819
H  0.696  -1.686  2.340
H  1.261  -2.950  1.489
H  -1.617  -2.147  1.378
H  -1.046  -3.589  0.535
H  -0.122  0.028  0.852
H  0.510  0.278  -2.008
H  0.215  2.328  0.375
H  1.101  2.836  -2.230
H  0.969  -2.935  -1.835
H  -0.207  -1.697  -2.347
H  -0.810  -3.225  -1.859
H  -0.496  3.681  1.592
H  -0.797  2.830  2.772
O  -0.130  3.467  2.459
H  0.871  1.703  -4.045
H  0.058  0.434  -3.941
O  -0.006  1.389  -3.787
H  -3.186  -1.448  -1.739
H  -4.222  -1.337  -0.540
O  -3.326  -1.571  -0.800
H  1.363  0.857  3.714
H  2.775  0.072  3.462
O  1.968  0.149  3.969
H  2.601  -0.344  -0.606
H  3.008  -1.703  -0.023
O  3.364  -0.900  -0.420
H  -2.062  2.086  -1.853
H  -2.607  2.041  -3.207
O  -2.899  1.868  -2.294
H  3.612  1.664  0.492
H  2.628  1.320  1.601
O  2.691  1.418  0.644
H  -2.628  1.328  1.095
H  -2.597  0.826  2.424
O  -2.034  0.778  1.633

(B)
ORCA calculation (ωB97M-V/def2-TZVPD) on a cluster of 9 separate species, C7H28O9 in total.

Results
highest occupied orbital energy: -8.72 eV
SMILES: C=C(CC)CCC=O.O.O.O.O.O.O.O.O
2S+1: 1
frontier orbital gap: 8.645 eV
charge: 0

Atoms and positions in Å:
O  1.917  2.703  -0.135
C  0.825  2.457  0.439
C  0.301  0.860  0.296
C  -0.904  0.517  1.121
C  -0.838  0.931  2.543
C  -1.340  2.238  2.650
C  0.128  0.163  3.320
C  0.886  -1.068  2.795
H  0.153  3.007  0.984
H  -0.075  0.619  -0.721
H  1.217  0.191  0.543
H  -1.010  -0.674  1.161
H  -1.784  0.986  0.602
H  -1.987  2.722  1.879
H  -1.170  2.834  3.505
H  0.745  0.939  4.048
H  -0.599  -0.315  4.134
H  1.409  -1.497  3.693
H  1.672  -0.876  2.005
H  0.263  -1.847  2.476
H  2.695  -1.510  -1.611
H  2.693  -2.327  -2.940
O  2.429  -2.370  -1.947
H  2.899  1.648  -1.127
H  3.150  1.359  -2.615
O  3.263  1.057  -1.740
H  1.151  -4.227  -0.340
H  2.497  -3.694  -0.717
O  1.964  -4.111  -0.010
H  -3.741  0.569  -2.501
H  -2.283  1.078  -1.908
O  -2.930  0.358  -1.957
H  -1.087  -2.400  -0.248
H  -1.118  -3.164  -1.487
O  -0.604  -2.595  -1.051
H  -0.678  0.565  -4.392
H  -1.803  0.229  -3.545
O  -1.066  0.795  -3.566
H  0.801  3.332  -2.684
H  -0.582  3.047  -2.870
O  -0.094  3.371  -2.165
H  -2.783  -2.746  1.320
H  -2.249  -1.153  1.065
O  -2.333  -1.999  1.699

(A) has the most favorable energy; the next structure is 186.3 kJ/mol above.

(A)
ORCA calculation (ωB97M-V/def2-TZVPD) on a cluster of 9 separate species, C9H36O9 in total.

Results
highest occupied orbital energy: -9.56 eV
SMILES: CO.CO.CO.CO.CO.CO.CO.CO.CO
2S+1: 1
frontier orbital gap: 9.970 eV
charge: 0

Atoms and positions in Å:
C  -3.511  1.678  0.859
O  -3.678  2.336  -0.374
H  -4.432  1.166  1.175
H  -2.718  0.941  0.763
H  -3.240  2.351  1.678
H  -4.186  3.141  -0.249
C  -4.248  -2.370  0.555
O  -3.028  -2.000  -0.101
H  -5.114  -2.124  -0.062
H  -4.267  -3.436  0.791
H  -4.314  -1.800  1.478
H  -3.083  -2.255  -1.026
C  4.127  1.128  -1.994
O  3.453  0.320  -1.050
H  5.111  0.726  -2.261
H  3.536  1.296  -2.897
H  4.314  2.098  -1.532
H  3.290  -0.537  -1.460
C  5.421  -0.394  1.853
O  4.116  -0.838  1.500
H  6.056  -0.292  0.968
H  5.379  0.569  2.371
H  5.867  -1.125  2.524
H  3.911  -0.454  0.638
C  -1.296  0.894  -2.307
O  -2.639  1.111  -2.697
H  -0.639  0.990  -3.164
H  -0.981  1.607  -1.529
H  -1.198  -0.078  -1.804
H  -3.138  1.259  -1.882
C  1.183  1.843  2.057
O  -0.156  1.769  1.549
H  1.300  2.817  2.524
H  1.360  1.098  2.848
H  1.925  1.654  1.279
H  -0.314  0.857  1.244
C  -1.949  0.080  4.080
O  -1.434  1.399  4.001
H  -1.710  -0.497  3.181
H  -1.551  -0.428  4.961
H  -3.042  0.101  4.180
H  -1.002  1.503  3.137
C  0.766  -1.515  -4.240
O  1.743  -2.365  -4.813
H  0.982  -0.454  -4.409
H  -0.237  -1.690  -4.649
H  0.732  -1.708  -3.172
H  1.940  -2.045  -5.696
C  0.452  -1.452  0.084
O  -0.657  -0.764  0.626
H  0.879  -2.184  0.771
H  0.162  -1.920  -0.860
H  1.205  -0.687  -0.110
H  -1.448  -1.321  0.659

(B)
ORCA calculation (ωB97M-V/def2-TZVPD) on a cluster of 9 separate species, C9H36O9 in total.

Results
highest occupied orbital energy: -9.57 eV
SMILES: CO.CO.CO.CO.CO.CO.CO.CO.CO
2S+1: 1
frontier orbital gap: 9.916 eV
charge: 0

Atoms and positions in Å:
C  1.230  -2.088  3.110
O  -0.106  -1.875  3.625
H  1.275  -1.636  2.122
H  1.951  -1.598  3.760
H  1.430  -3.152  2.992
H  -0.290  -2.538  4.294
C  -0.018  -0.565  -4.712
O  -0.769  0.040  -5.752
H  0.007  -1.661  -4.705
H  1.030  -0.241  -4.777
H  -0.420  -0.199  -3.772
H  -0.528  -0.325  -6.607
C  0.514  2.387  3.610
O  1.142  3.642  3.831
H  -0.194  2.211  4.432
H  -0.026  2.414  2.669
H  1.179  1.518  3.573
H  1.579  3.629  4.686
C  0.529  -0.622  -0.886
O  1.060  0.374  -0.029
H  1.273  -0.864  -1.644
H  0.302  -1.518  -0.303
H  -0.367  -0.283  -1.412
H  0.369  0.568  0.627
C  -3.649  -0.531  -1.123
O  -4.009  0.827  -0.989
H  -4.312  -1.189  -0.551
H  -3.676  -0.877  -2.162
H  -2.635  -0.694  -0.751
H  -4.894  0.888  -0.625
C  -2.195  0.607  2.017
O  -0.932  -0.015  1.794
H  -2.211  1.241  2.903
H  -2.451  1.144  1.101
H  -3.019  -0.116  2.102
H  -0.792  -0.648  2.516
C  -0.990  2.674  -1.713
O  0.296  3.022  -1.246
H  -0.968  1.714  -2.241
H  -1.753  2.616  -0.928
H  -1.338  3.433  -2.413
H  0.650  2.245  -0.798
C  3.675  2.103  1.428
O  3.167  0.829  1.787
H  4.355  2.041  0.572
H  2.865  2.800  1.192
H  4.234  2.496  2.275
H  2.658  0.505  1.031
C  1.024  -3.812  -2.507
O  1.319  -4.863  -1.596
H  0.226  -3.209  -2.066
H  1.889  -3.172  -2.663
H  0.752  -4.225  -3.482
H  0.561  -5.452  -1.595

(A) has the most favorable energy; the next structure is 27.2 kJ/mol above.